Entry 1:
A cluster of 10 separate species, C33H62FN3O18 in total, computed with ωB97M-V/def2-TZVPD.

The HOMO-LUMO gap comes out at 9.3 eV. The calculation puts the largest force on an atom at 2.3 eV/Å. Its relative energy (zero: lowest compared OMol25 entry of this formula, charge and spin) is 0.0 kcal per mole. As for the SMILES: C[N+](=O)[O-].C[N+](=O)[O-].C[N+](=O)[O-].CCOC(C)=O.CCOC(C)=O.CCOC(C)=O.CCOC(C)=O.CCOC(C)=O.CCOC(C)=O.Fc1ccccc1.

XYZ file:
```
117
C33H62FN3O18 (ωB97M-V/def2-TZVPD)
C 16.34 -18.35 -27.19
N 15.16 -18.60 -26.32
O 14.08 -18.75 -26.87
O 15.33 -18.54 -25.13
H 16.14 -18.79 -28.16
H 17.24 -18.71 -26.70
H 16.40 -17.27 -27.23
C 7.96 -14.72 -28.98
N 6.99 -14.42 -30.06
O 5.93 -15.02 -30.00
O 7.23 -13.52 -30.83
H 8.83 -14.07 -29.08
H 8.38 -15.71 -29.15
H 7.43 -14.67 -28.05
C 8.66 -21.14 -27.42
N 8.33 -21.93 -28.64
O 8.13 -21.31 -29.64
O 8.31 -23.15 -28.53
H 9.74 -21.01 -27.37
H 8.21 -21.59 -26.55
H 8.19 -20.17 -27.59
C 5.54 -18.87 -26.81
C 4.46 -18.74 -25.74
O 3.63 -17.60 -26.01
C 2.51 -17.81 -26.70
C 1.90 -16.52 -27.21
O 2.01 -18.89 -26.87
H 5.04 -18.69 -27.76
H 5.89 -19.90 -26.82
H 6.32 -18.13 -26.64
H 3.85 -19.64 -25.63
H 4.88 -18.56 -24.75
H 2.39 -16.16 -28.11
H 1.94 -15.79 -26.40
H 0.86 -16.73 -27.42
C 11.52 -25.28 -30.59
C 11.07 -23.84 -30.58
O 12.01 -23.12 -29.78
C 11.87 -21.80 -29.75
C 12.87 -21.14 -28.84
O 11.05 -21.20 -30.39
H 12.55 -25.36 -30.94
H 10.89 -25.94 -31.19
H 11.53 -25.70 -29.58
H 11.01 -23.40 -31.57
H 10.08 -23.81 -30.11
H 13.15 -20.19 -29.28
H 13.75 -21.76 -28.69
H 12.39 -20.92 -27.89
C 9.98 -17.98 -31.28
C 8.91 -18.87 -31.88
O 7.55 -18.48 -31.85
C 6.91 -18.23 -30.70
C 5.44 -18.08 -30.96
O 7.43 -18.26 -29.62
H 10.01 -16.98 -31.72
H 10.98 -18.38 -31.42
H 9.73 -17.81 -30.24
H 9.12 -18.89 -32.95
H 9.02 -19.91 -31.56
H 5.24 -17.21 -31.59
H 4.85 -17.97 -30.06
H 5.13 -18.95 -31.53
C 14.55 -14.46 -26.50
C 13.76 -14.75 -27.74
O 14.30 -15.89 -28.41
C 13.66 -16.43 -29.45
C 14.57 -17.26 -30.30
O 12.49 -16.29 -29.70
H 15.62 -14.36 -26.72
H 14.39 -15.22 -25.74
H 14.28 -13.47 -26.13
H 12.70 -14.88 -27.49
H 13.75 -13.92 -28.45
H 14.41 -18.32 -30.08
H 15.62 -17.01 -30.18
H 14.29 -17.11 -31.34
C 11.98 -13.21 -22.19
C 12.11 -14.28 -21.12
O 12.15 -15.62 -21.63
C 13.33 -16.04 -22.13
C 13.28 -17.49 -22.51
O 14.30 -15.33 -22.23
H 10.95 -12.99 -22.48
H 12.45 -13.53 -23.12
H 12.49 -12.32 -21.83
H 12.97 -14.09 -20.48
H 11.25 -14.28 -20.46
H 14.24 -17.96 -22.31
H 13.10 -17.59 -23.59
H 12.46 -18.00 -22.01
C 5.00 -13.58 -26.21
C 3.99 -14.00 -27.29
O 2.92 -13.06 -27.36
C 1.91 -13.24 -26.51
C 0.89 -12.13 -26.58
O 1.81 -14.19 -25.77
H 5.94 -14.09 -26.37
H 4.59 -13.82 -25.23
H 5.18 -12.50 -26.25
H 4.47 -14.01 -28.26
H 3.57 -14.95 -26.95
H -0.04 -12.56 -26.95
H 1.21 -11.38 -27.29
H 0.77 -11.65 -25.61
F 11.20 -15.13 -24.49
C 10.60 -15.98 -25.36
C 11.39 -16.94 -25.95
C 10.82 -17.78 -26.90
C 9.47 -17.69 -27.16
C 8.67 -16.79 -26.47
C 9.26 -15.87 -25.61
H 12.45 -16.99 -25.72
H 11.43 -18.49 -27.44
H 9.09 -18.22 -28.03
H 7.63 -16.68 -26.72
H 8.68 -15.08 -25.14
```

These are the Mulliken partial charges, in e, on atoms 1 to 4: atom 1 (C): -0.69, atom 2 (N): 0.90, atom 3 (O): -0.41, atom 4 (O): -0.53



Entry 2:
A cluster of 4 separate species, C33H62N3O9 in total, computed with ωB97M-V/def2-TZVPD.

Its charge is +1. The HOMO-LUMO gap comes out at 7.5 eV. The calculation puts the largest force on an atom at 0.7 eV/Å.

XYZ file:
```
107
C33H62N3O9 (ωB97M-V/def2-TZVPD)
C 0.03 -1.13 3.58
N -0.06 0.32 3.86
C 0.66 1.14 2.90
C -0.02 1.14 1.57
N 0.53 0.41 0.58
C 0.03 0.34 -0.66
C -1.10 1.06 -0.99
N -1.66 1.06 -2.30
C -1.71 1.80 0.01
C -1.19 1.86 1.30
C -1.83 2.65 2.41
C -3.29 3.00 2.14
C -4.17 1.78 1.94
C -4.04 0.63 2.72
C -4.85 -0.48 2.51
C -5.82 -0.45 1.51
C -5.94 0.69 0.72
C -5.12 1.79 0.93
H -0.94 -1.54 3.31
H 0.33 -1.65 4.49
H 0.78 -1.38 2.83
H 0.41 0.47 4.75
H 1.72 0.88 2.76
H 0.65 2.17 3.26
H 1.37 -0.11 0.77
H 0.54 -0.29 -1.37
H -2.20 0.21 -2.47
H -0.91 1.11 -2.98
H -2.61 2.34 -0.23
H -1.25 3.57 2.56
H -1.77 2.06 3.31
H -3.40 3.68 1.30
H -3.66 3.54 3.01
H -3.30 0.60 3.51
H -4.74 -1.36 3.12
H -6.46 -1.30 1.34
H -6.70 0.70 -0.05
H -5.23 2.66 0.30
C 0.47 -3.09 0.45
O 0.04 -4.09 1.33
C -1.36 -4.31 1.28
C -1.72 -5.70 1.74
O -1.48 -6.71 0.78
C -0.13 -7.11 0.55
C 0.46 -7.96 1.66
O 0.82 -7.16 2.77
C 0.83 -7.89 3.98
H 0.04 -2.11 0.72
H 1.56 -3.03 0.50
H 0.18 -3.33 -0.58
H -1.73 -4.17 0.25
H -1.85 -3.57 1.93
H -2.80 -5.72 1.90
H -1.24 -5.93 2.69
H 0.51 -6.25 0.34
H -0.17 -7.72 -0.35
H 1.36 -8.46 1.28
H -0.27 -8.72 1.95
H -0.16 -8.33 4.18
H 1.06 -7.20 4.78
H 1.58 -8.68 3.96
C 2.47 -1.15 -8.16
O 2.64 -1.92 -6.99
C 3.02 -1.14 -5.87
C 2.65 -1.83 -4.58
O 1.26 -1.76 -4.25
C 0.37 -2.56 -5.01
C 0.42 -4.03 -4.68
O 1.55 -4.64 -5.27
C 1.97 -5.80 -4.59
H 3.41 -0.69 -8.47
H 2.13 -1.82 -8.94
H 1.71 -0.38 -8.01
H 2.52 -0.16 -5.91
H 4.11 -0.99 -5.89
H 3.16 -1.31 -3.77
H 2.99 -2.87 -4.57
H 0.50 -2.39 -6.08
H -0.63 -2.20 -4.74
H -0.48 -4.52 -5.08
H 0.44 -4.16 -3.59
H 2.21 -5.58 -3.54
H 2.87 -6.17 -5.08
H 1.21 -6.58 -4.63
C 1.07 4.35 0.36
O 1.75 5.46 0.87
C 2.54 6.12 -0.11
C 2.77 7.57 0.26
O 1.66 8.42 0.02
C 0.55 8.34 0.91
C 0.79 8.97 2.26
O 1.57 8.12 3.08
C 2.29 8.83 4.07
H 1.78 3.57 0.03
H 0.46 3.95 1.16
H 0.42 4.63 -0.48
H 2.04 6.08 -1.09
H 3.51 5.61 -0.19
H 3.56 7.95 -0.39
H 3.12 7.65 1.29
H 0.20 7.31 1.01
H -0.24 8.91 0.41
H -0.18 9.14 2.75
H 1.29 9.94 2.12
H 2.95 9.57 3.62
H 2.90 8.11 4.62
H 1.61 9.33 4.77
```

These are the Mulliken partial charges, in e, on atoms 1 to 4: atom 1 (C): -0.69, atom 2 (N): -0.12, atom 3 (C): -2.37, atom 4 (C): 0.54



- Which of these has the highest HOMO-LUMO gap?
  C33H62FN3O18



- Among the records above, which one has the lowest HOMO-LUMO gap?
  C33H62N3O9